Entry 1:
{"formula": "C19H41BN6Si4SnTe", "method": "wB97M-V/def2-TZVPD", "symbols": ["C", "N", "N", "C", "C", "B", "N", "N", "C", "C", "C", "Sn", "N", "N", "C", "C", "C", "H", "H", "H", "H", "H", "H", "H", "H", "H", "H", "H", "C", "H", "H", "H", "C", "Si", "C", "C", "Si", "Te", "Si", "C", "C", "C", "Si", "C", "C", "C", "H", "H", "H", "H", "H", "H", "H", "H", "H", "H", "H", "H", "H", "H", "H", "H", "H", "H", "H", "H", "H", "H", "H", "H", "H", "H", "H"], "xyz": [[-2.685743, 0.389090, -1.302911], [-1.377756, 0.669558, -1.068804], [-0.682681, 0.582621, -2.262003], [-1.582374, 0.355782, -3.235309], [-2.840044, 0.194736, -2.669309], [0.889833, 0.754420, -2.369285], [1.341567, 1.781544, -1.276837], [1.006579, 1.765468, 0.073287], [1.651595, 2.823640, 0.633296], [2.221782, 3.602304, -0.358573], [2.007948, 2.926712, -1.554359], [-0.971787, 0.923938, 1.224816], [1.737746, -0.580806, -2.221063], [1.977099, -1.093876, -0.969126], [2.596892, -2.259094, -1.105710], [2.903047, -2.476369, -2.460524], [2.342314, -1.384670, -3.142976], [2.803240, -2.896637, -0.254822], [2.341990, -1.136077, -4.190153], [3.471538, -3.288003, -2.875430], [1.144879, 1.192416, -3.463586], [2.252276, 3.194193, -2.562539], [-1.257462, 0.330190, -4.261303], [2.700403, 4.548198, -0.194000], [-3.771897, -0.057272, -3.142890], [1.678881, 2.977600, 1.707980], [-3.396124, 0.301194, -0.478537], [1.275764, 0.353275, 2.259794], [0.721609, 1.028643, 2.879429], [1.410728, 1.803044, 3.280213], [0.048453, 1.865281, 2.353393], [0.251983, 0.470497, 3.684957], [-5.032267, -2.582770, 1.389487], [-3.979169, -3.726153, 2.456894], [-4.994531, -4.432433, 3.885187], [-3.344734, -5.170896, 1.431596], [-2.186036, -2.408989, 3.222340], [-0.736289, -1.896595, 1.229026], [-3.186510, -0.522929, 4.164087], [-4.763192, -1.008484, 5.078458], [-2.042783, 0.281037, 5.428354], [-3.725389, 0.732901, 2.864068], [-1.257039, -3.514315, 5.069802], [-2.459763, -3.588257, 6.525664], [-0.827009, -5.266263, 4.543322], [0.295278, -2.589535, 5.606064], [-5.844520, -3.191341, 0.964309], [-4.450594, -2.158251, 0.559609], [-5.484921, -1.757030, 1.953291], [-5.753976, -5.094959, 3.442872], [-4.391966, -5.037687, 4.574909], [-5.518735, -3.666690, 4.469537], [-2.712904, -4.826198, 0.601930], [-2.765964, -5.883777, 2.035043], [-4.216160, -5.698337, 1.012283], [-4.589442, -1.711889, 5.899509], [-5.171162, -0.081568, 5.507568], [-5.527677, -1.431079, 4.416670], [-1.233643, 0.863828, 4.972007], [-2.661730, 0.973228, 6.020697], [-1.597685, -0.442234, 6.123291], [-2.908802, 1.193623, 2.259551], [-4.437522, 0.315294, 2.141954], [-4.159192, 1.604788, 3.372640], [-3.383229, -4.134325, 6.298768], [-1.948403, -4.125984, 7.338588], [-2.736427, -2.598254, 6.909602], [-0.112661, -5.263909, 3.709251], [-0.354125, -5.772431, 5.398257], [-1.707297, -5.848933, 4.241540], [0.973310, -2.435120, 4.755815], [0.090426, -1.612982, 6.061152], [0.815376, -3.211077, 6.351092]], "atomic_forces_ev_per_a": [[1.292, 0.096, -0.796], [-0.138, -0.737, 0.627], [-0.847, 0.512, 1.181], [0.310, -0.115, 0.628], [-0.676, -0.140, 0.182], [0.897, -0.771, -0.127], [-1.217, 0.876, 0.535], [0.552, -0.444, 0.062], [-0.629, -0.063, -0.854], [0.257, 0.145, 0.173], [-0.471, -0.702, 1.228], [0.124, -1.460, -5.538], [0.218, -0.063, 0.951], [-1.561, 0.167, 0.454], [0.075, 0.689, -0.943], [-0.493, 0.718, -0.562], [0.048, -0.593, 0.970], [0.153, 0.262, -0.050], [-0.015, -0.012, -0.048], [-0.036, -0.041, -0.141], [-0.207, 0.056, 0.232], [0.219, -0.114, -0.186], [-0.036, -0.147, -0.057], [0.247, 0.044, -0.160], [0.076, 0.089, -0.288], [-0.121, 0.196, -0.505], [0.160, 0.217, -0.384], [0.310, -0.012, -0.798], [0.833, 2.220, 1.532], [-0.124, -0.832, 0.184], [1.921, -0.680, 2.116], [-0.370, 0.355, -0.015], [0.198, 0.207, 0.062], [-1.146, -1.422, -0.597], [0.242, 0.307, 0.149], [0.198, 0.280, 0.070], [0.195, 0.935, -0.497], [-0.379, -0.044, 0.546], [-0.354, 0.515, 0.547], [0.021, -0.054, -0.171], [-0.102, 0.130, -0.047], [0.187, 0.324, -0.125], [0.722, -1.278, 1.335], [-0.232, 0.287, -0.320], [0.023, 0.203, -0.165], [0.006, 0.197, -0.342], [0.165, 0.124, 0.105], [-0.127, -0.127, 0.127], [0.043, -0.219, -0.107], [0.193, 0.153, 0.003], [-0.141, 0.083, -0.223], [0.118, -0.209, -0.123], [-0.156, -0.169, 0.098], [-0.167, 0.162, -0.170], [0.246, 0.131, 0.100], [-0.008, 0.123, -0.158], [0.077, -0.192, -0.068], [0.122, 0.112, 0.124], [-0.168, -0.062, 0.213], [0.234, -0.112, -0.125], [-0.187, 0.205, -0.185], [-0.611, -0.146, 0.422], [0.039, 0.139, 0.204], [-0.145, -0.206, -0.101], [0.220, 0.116, 0.060], [-0.001, 0.105, -0.244], [0.097, -0.206, -0.038], [-0.115, -0.082, 0.174], [-0.113, 0.087, -0.205], [0.187, 0.131, 0.114], [-0.040, -0.075, 0.213], [0.059, -0.278, -0.072], [-0.151, 0.115, -0.184]], "orbital_gap_ha": [0.125, 0.127], "total_charge": 2, "max_force_ev_per_a": 5.73}

---

Entry 2:
{"formula": "C3H3N3O", "method": "wB97M-V/def2-TZVPD", "symbols": ["N", "C", "N", "N", "O", "C", "C", "H", "H", "H"], "xyz": [[-1.522151, 0.666700, -1.749397], [-0.488182, 0.458019, -1.125340], [1.063058, -1.415287, -0.032695], [0.885232, -1.864742, 1.039975], [-0.536853, 1.395512, 1.956825], [-0.086558, 0.416432, 1.544726], [0.508831, 0.287905, -0.282469], [-1.606273, 0.212124, -2.657149], [0.403620, -1.085140, 1.709790], [1.379277, 0.928478, -0.404265]], "atomic_forces_ev_per_a": [[0.457, -0.089, 0.269], [-0.127, 0.011, -0.011], [-0.133, -0.424, 0.886], [0.271, 0.309, -0.869], [0.398, -0.864, -0.440], [-0.414, 0.869, 0.704], [-0.204, 0.250, -0.515], [-0.006, 0.010, 0.022], [-0.143, 0.038, -0.055], [-0.099, -0.111, 0.010]], "relative_energy_ev": 5.1905, "orbital_gap_ha": 0.318, "max_force_ev_per_a": 1.19}

---

Entry 3:
{"formula": "C6H4N2O2S", "method": "wB97M-V/def2-TZVPD", "symbols": ["C", "C", "C", "C", "C", "C", "N", "N", "O", "O", "S", "H", "H", "H", "H"], "xyz": [[-1.254036, 2.449620, -0.032932], [-0.009937, 2.271673, -0.009386], [-1.966131, 1.314135, -0.128080], [-1.217852, 0.165095, 0.051242], [0.198693, 0.187861, -0.065313], [2.782890, -0.992933, -0.025765], [0.862312, 1.353269, -0.037597], [-2.013744, -1.040835, 0.071193], [-3.170658, -0.936347, -0.323916], [-1.516090, -1.991374, 0.597835], [1.021579, -1.324082, -0.116311], [-3.104408, 1.338646, -0.118735], [2.850046, -0.794976, 1.003180], [3.300372, -0.127786, -0.641631], [3.236957, -1.871971, -0.223779]], "atomic_forces_ev_per_a": [[2.309, 2.803, -0.182], [-1.697, -0.225, -0.145], [-3.300, -0.078, 1.148], [-0.028, 0.212, -1.725], [-0.483, -1.114, 1.134], [-0.641, 4.629, -0.891], [1.376, 0.448, -0.215], [-0.979, 1.158, 0.077], [0.666, -0.783, 0.060], [0.115, -1.566, 0.244], [0.089, -0.837, -0.864], [1.747, -0.523, -0.249], [0.964, 0.538, 1.329], [-1.544, -1.731, 1.069], [1.406, -2.931, -0.790]], "relative_energy_ev": 6.1001, "orbital_gap_ha": 0.306, "max_force_ev_per_a": 4.76}

---

Entry 4:
{"formula": "C3H7N3O", "method": "wB97M-V/def2-TZVPD", "symbols": ["C", "C", "C", "N", "N", "N", "O", "H", "H", "H", "H", "H", "H", "H"], "xyz": [[-0.160624, 0.962166, -1.281187], [0.042167, -1.584032, -1.023049], [-0.209344, 0.312658, 1.836693], [0.343579, 1.554309, -0.159833], [-0.347311, -0.306029, -0.497925], [0.465423, 0.312548, 0.549761], [-0.403465, 1.278802, -2.401621], [0.998972, -1.555857, -1.556470], [0.102411, -2.293660, -0.198776], [-0.739913, -1.902340, -1.711708], [-0.096082, -0.685798, 2.255648], [0.281715, 1.031971, 2.490292], [-1.271309, 0.559554, 1.752042], [0.993781, 2.315706, -0.053866]], "atomic_forces_ev_per_a": [[-0.647, -1.834, 0.944], [0.352, -0.093, -0.183], [-0.281, 0.067, -0.118], [-0.347, 0.293, 0.414], [-0.226, 2.273, -0.675], [0.750, -0.417, -0.173], [0.162, 0.020, -0.136], [0.005, -0.081, 0.079], [-0.028, -0.047, -0.068], [0.051, -0.050, 0.041], [-0.017, 0.029, 0.071], [0.079, -0.060, 0.006], [-0.012, 0.043, -0.058], [0.159, -0.143, -0.144]], "relative_energy_ev": 2.9116, "orbital_gap_ha": 0.363, "max_force_ev_per_a": 2.38}